(1)
13
Properties=species:S:1:pos:R:3 method="wB97M-V/def2-TZVPD" spin_multiplicity=1 e_homo_ev=-9.42 charge=0
N -2.396 -0.080 0.000
C 1.351 -0.958 -0.005
C -3.569 0.103 0.007
C 0.389 1.416 -0.007
C 0.156 -0.063 -0.014
C -1.096 -0.599 -0.003
H -1.157 -1.685 0.008
H 2.036 -0.661 -0.798
H 1.339 1.663 -0.475
H -0.412 1.935 -0.530
H 1.876 -0.864 0.946
H 0.408 1.794 1.017
H 1.075 -2.001 -0.147



(2)
22
Properties=species:S:1:pos:R:3 method="wB97M-V/def2-TZVPD" spin_multiplicity=1 e_homo_ev=-8.98 smiles=c1ccncc1.c1ccncc1 charge=0
N 2.102 0.636 -0.061
N -2.032 -0.906 -0.430
C -3.335 -1.343 -0.240
C -4.508 -0.461 0.261
C 4.427 0.698 -0.115
C -1.963 0.365 -0.396
C 3.095 -1.407 0.118
C 1.904 -0.699 0.060
C 3.154 1.303 -0.101
C -2.924 1.374 -0.153
C -4.199 0.855 0.280
C 4.337 -0.643 0.129
H 0.955 -1.207 0.155
H -3.607 -2.352 -0.572
H 5.264 -1.178 0.066
H -0.745 0.569 -0.651
H -5.139 1.558 0.848
H -2.921 2.552 -0.110
H 3.123 2.427 -0.228
H -5.587 -0.813 0.769
H 3.122 -2.504 0.248
H 5.475 1.176 0.125



(3)
18
Properties=species:S:1:pos:R:3 method="wB97M-V/def2-TZVPD" spin_multiplicity=1 e_homo_ev=-9.21 smiles=C[C@H](CO)NCO charge=0
O 0.064 -0.303 2.556
O -1.529 -0.507 -2.361
N 1.185 -0.316 0.309
C -0.676 1.348 -0.178
C 0.271 0.227 -0.745
C 1.245 -0.167 1.749
C -0.640 -0.870 -1.321
H -1.372 -1.172 -3.033
H 0.064 -1.591 -1.760
H -1.614 0.911 0.147
H 1.542 0.845 1.980
H -1.053 2.092 -0.953
H 0.993 0.603 -1.491
H 1.149 -1.390 0.240
H -1.145 -1.364 -0.414
H -0.468 0.501 2.541
H 2.099 -0.769 2.138
H -0.114 1.922 0.595



(4)
107
Properties=species:S:1:pos:R:3 method="wB97M-V/def2-TZVPD" spin_multiplicity=2 e_homo_ev="-8.26 / -8.44" charge=0
Y -0.402 0.769 0.433
Cl -3.503 3.182 3.079
Si 2.202 -3.471 -0.161
Si 3.685 -0.596 -1.262
O 1.697 2.061 0.109
O -2.825 0.380 0.050
O -1.479 0.785 4.312
O -1.208 4.869 1.287
O -1.427 2.790 0.525
N -3.209 -1.261 -4.784
N -2.903 -0.815 -3.546
N -0.433 -1.401 -3.856
N 0.728 2.331 2.132
N 0.564 -2.125 -3.301
N -3.562 -0.010 3.933
N -2.074 0.388 2.152
N 1.198 4.483 2.579
N -1.178 0.773 -2.770
N -0.209 3.267 4.044
N -1.541 -1.552 -1.608
N -0.455 1.380 -1.801
N -0.822 -1.345 -0.482
N 1.285 -0.599 1.733
C -4.000 -0.311 -2.930
C -2.312 0.402 3.480
C -5.062 -0.444 -3.789
C 2.220 -0.487 3.950
C -4.394 -0.184 1.726
C -1.180 -2.303 0.376
C 3.429 -0.982 3.481
C -4.568 -0.281 3.051
C 4.834 0.478 -0.229
C 2.723 0.543 -2.392
C -0.943 2.886 -3.387
C 2.593 -1.616 -0.098
C -1.872 3.866 1.013
C -2.121 -3.153 -0.195
C -3.835 -0.039 5.362
C 1.198 -0.309 3.047
C 1.227 -4.108 -1.614
C -0.255 -1.282 -5.192
C 3.843 -4.398 -0.159
C 2.442 -1.119 1.284
C 0.890 -1.963 -5.525
C -1.478 1.659 -3.729
C -0.317 2.656 -2.169
C 4.797 -1.699 -2.294
C 1.432 2.781 1.083
C 0.537 3.379 2.952
C 3.534 -1.300 2.147
C 1.353 -2.472 -4.301
C -4.504 -1.044 -4.932
C -3.345 3.835 1.412
C -2.312 -2.638 -1.460
C 1.324 -3.991 1.436
C 1.739 4.251 1.252
C 0.969 5.815 3.089
C -3.087 0.201 1.258
B -1.488 -0.759 -2.949
H 1.992 -4.597 2.050
H 3.084 1.566 -2.277
H 2.065 -0.239 4.990
H 3.633 -5.470 -0.173
H -3.911 3.178 0.756
H -0.968 -0.764 -5.802
H -0.743 -2.347 1.360
H 5.484 -2.274 -1.676
H 1.169 4.814 0.506
H 2.225 -3.079 -4.113
H 1.662 0.537 -2.161
H 4.269 -1.128 4.149
H -2.596 -4.011 0.245
H 4.439 -4.187 0.730
H -4.989 -1.327 -5.851
H -3.752 4.841 1.427
H 0.994 -3.158 2.053
H -2.889 -0.031 5.892
H 0.822 5.782 4.168
H -2.045 1.364 -4.596
H -1.011 3.809 -3.933
H 0.098 6.264 2.606
H 0.227 3.349 -1.551
H 0.901 -5.123 -1.376
H 5.530 -0.098 0.381
H -2.937 -2.983 -2.265
H -0.729 2.388 4.155
H 4.269 1.140 0.427
H 5.422 1.101 -0.906
H 0.358 -3.494 -1.845
H -3.928 0.093 -1.933
H 4.241 -2.392 -2.926
H -5.513 -0.563 3.496
H 1.840 -4.150 -2.514
H 0.248 0.071 3.394
H 1.318 -2.091 -6.503
H 5.393 -1.061 -2.951
H 1.852 6.422 2.896
H 4.447 -1.712 1.744
H -4.386 -0.946 5.604
H -5.186 -0.375 1.021
H -0.562 4.094 4.492
H 4.442 -4.170 -1.036
H 2.829 0.241 -3.434
H -6.085 -0.157 -3.620
H 2.802 4.482 1.175
H 0.446 -4.596 1.205
H -4.415 0.834 5.664



(5)
10
Properties=species:S:1:pos:R:3 method="wB97M-V/def2-TZVPD" spin_multiplicity=3 e_homo_ev="-5.90 / -12.15" charge=0
P 0.310 0.426 0.389
O 1.161 0.731 1.561
N 1.967 0.460 -1.881
N -1.518 2.522 -0.462
C -1.016 1.631 0.052
C -0.482 -1.329 0.370
C 1.147 0.548 -1.101
H -1.418 -1.286 -0.147
H 0.193 -1.954 -0.119
H -0.344 -1.750 1.339



(6)
77
Properties=species:S:1:pos:R:3 method="wB97M-V/def2-TZVPD" spin_multiplicity=1 e_homo_ev=-3.91 charge=-2
Y -0.007 0.216 -0.148
Cl -3.127 2.391 5.605
Cl -2.271 4.384 3.378
Cl -2.705 -0.657 5.215
Cl -0.972 3.275 0.715
Cl -1.449 -1.719 2.516
S 2.254 1.845 1.945
S -0.571 1.804 -2.864
S -2.844 5.194 -2.574
S 2.993 0.959 -1.426
O -3.723 -5.216 -3.713
O -3.539 5.441 -1.332
O 3.558 1.178 -2.733
O 1.423 2.556 2.896
O -1.744 -6.250 -3.388
O -2.530 6.361 -3.363
O 3.841 0.316 -0.452
O 3.533 1.399 2.430
O 1.492 0.737 1.304
O 1.669 0.260 -1.547
N -1.087 -1.791 -1.169
N -2.628 0.442 -0.967
N -1.525 4.247 -2.345
N 1.258 -1.967 0.217
C -2.085 2.700 3.139
C 2.592 2.608 -0.780
C 2.113 -3.553 -1.354
C 2.448 -1.936 0.810
C -0.721 -3.987 -2.061
C 3.513 -2.718 0.387
C 1.080 -2.784 -0.829
C -1.745 -0.014 2.752
C 2.193 5.291 -0.104
C -1.549 2.190 1.963
C -1.389 0.832 1.721
C -2.353 -1.851 -1.619
C 2.453 2.975 0.555
C 2.277 4.313 0.878
C -3.756 4.008 -3.558
C -5.459 2.927 -4.797
C -2.560 -5.323 -3.297
C -5.375 0.373 -1.350
C 3.348 -3.517 -0.729
C -1.653 3.090 -2.937
C -3.224 -0.688 -1.354
C -2.456 1.801 4.139
C -4.643 1.808 -4.923
C 2.474 3.586 -1.757
C -2.835 -2.952 -2.320
C -2.276 0.431 3.959
C -4.610 -0.763 -1.531
C -2.018 -4.047 -2.544
C 2.258 4.920 -1.433
C -4.741 1.557 -1.006
C -0.285 -2.843 -1.398
C -2.937 2.900 -3.676
C -3.371 1.536 -0.820
C -5.019 4.052 -4.106
C -3.376 1.779 -4.365
H 2.027 6.323 0.175
H -0.090 -4.852 -2.199
H -5.077 -1.698 -1.799
H -5.646 4.926 -3.993
H -5.010 0.942 -5.457
H 1.953 -4.149 -2.239
H -6.448 0.336 -1.484
H -3.839 -3.002 -2.716
H -6.448 2.919 -5.239
H 2.123 5.649 -2.219
H -5.281 2.484 -0.884
H 2.130 4.571 1.917
H 4.174 -4.093 -1.125
H 4.465 -2.633 0.890
H -2.733 0.914 -4.438
H 2.551 3.277 -2.789
H 2.563 -1.229 1.618
H -2.843 2.442 -0.557



Respective strongest force on any atom values: 0.045 0.153 0.085 0.023 0.170 0.038 Eh/bohr.
Respective E values: -249.409692 -496.400921 -364.179777 -3608.114467 -641.981045 -6248.423033 Ha.